Formula: C5H5N3
Source: the Open Molecules 2025 dataset
Level of theory: ωB97M-V/def2-TZVPD

Each line ends with the Mulliken charge.
CARTESIAN COORDINATES (ANGSTROEM)
C (-1.376, 0.142, 0.073)  0.720
C (-0.283, -0.775, -0.391)  -0.346
C (0.739, 0.179, -0.327)  0.232
C (2.206, 0.018, -0.354)  -0.595
C (3.349, -0.330, 0.368)  -0.223
H (-2.536, -1.554, 0.026)  0.211
H (-3.283, 0.140, -0.110)  0.276
H (-0.642, -1.815, -0.291)  0.254
H (0.801, 2.170, 0.049)  0.253
H (4.458, -0.449, 0.761)  0.318
N (-2.583, -0.553, 0.239)  -0.508
N (0.224, 1.406, -0.147)  0.348
N (-1.074, 1.421, 0.103)  -0.940

Calculated values
SMILES ... C#Cc1cc(N)n[nH]1
Total energy ... -9730.8731 eV
Orbital gap ... 8.6032 eV
Highest occupied orbital energy ... -0.30659 hartree
Net charge ... 0

Formula: C5H8N2O
Source: the Open Molecules 2025 dataset
Level of theory: ωB97M-V/def2-TZVPD

Each line ends with the Mulliken charge.
CARTESIAN COORDINATES (ANGSTROEM)
C (-1.310, 1.593, -0.826)  -1.032
C (-0.954, 0.555, 0.183)  0.296
C (0.451, -1.478, 0.621)  0.049
C (-0.352, -0.658, -0.230)  -0.239
C (1.567, -0.688, -0.493)  0.042
O (-0.578, 1.144, 1.368)  -0.506
N (0.690, -2.542, 1.191)  -0.630
N (2.176, 0.405, -0.329)  -0.682
H (-0.317, 0.481, 2.020)  0.354
H (-0.095, -2.959, 1.712)  0.256
H (1.608, 1.168, 0.056)  0.316
H (-0.796, -1.162, -1.081)  0.425
H (2.137, -1.485, -0.977)  0.430
H (-2.310, 1.946, -0.603)  0.334
H (-1.303, 1.231, -1.860)  0.309
H (-0.614, 2.450, -0.751)  0.279

Calculated values
Total energy ... -10337.3247 eV
Orbital gap (spin up / spin down) ... 7.3037 / 7.3013 eV
Highest occupied orbital energy (spin up / spin down) ... -0.26615 / -0.26610 hartree
Net charge ... 0

Formula: C21H16AsF8NO5PtS2
Source: the Open Molecules 2025 dataset
Level of theory: ωB97M-V/def2-TZVPD

Each line ends with the Mulliken charge.
CARTESIAN COORDINATES (ANGSTROEM)
Pt (0.828, 0.270, 0.458)  0.728
F (3.351, 0.156, -2.207)  -0.028
C (3.098, -1.077, -2.592)  0.656
F (4.161, -1.841, -2.649)  -0.022
F (2.390, -1.122, -3.707)  0.036
S (1.095, -1.916, -0.991)  2.370
O (0.625, -0.653, -1.547)  -0.758
O (1.248, -2.978, -1.915)  -0.473
N (2.219, -1.637, 0.049)  -1.046
S (2.122, -2.075, 1.590)  1.072
O (0.947, -1.424, 2.146)  -0.688
O (3.351, -1.943, 2.246)  -0.631
C (1.658, -3.918, 1.561)  0.667
F (1.699, -4.410, 0.313)  -0.233
F (2.465, -4.620, 2.315)  -0.205
F (0.402, -4.087, 1.983)  -0.189
O (-0.110, -2.357, -0.067)  -0.018
As (-1.392, -3.094, -1.029)  0.972
C (-0.970, -5.014, -1.206)  0.616
C (-0.431, -5.528, -2.374)  0.043
C (0.002, -6.848, -2.398)  -0.919
C (-0.174, -7.641, -1.273)  -0.517
C (-0.736, -7.122, -0.118)  -0.863
C (-1.155, -5.799, -0.072)  -0.458
C (-2.871, -2.791, 0.205)  0.149
C (-4.117, -3.374, -0.073)  -0.411
C (-5.195, -3.096, 0.747)  -0.743
C (-5.033, -2.251, 1.844)  -0.586
C (-3.795, -1.673, 2.116)  -0.810
C (-2.704, -1.950, 1.306)  -0.166
C (-1.707, -2.147, -2.728)  0.718
C (-2.819, -1.305, -2.793)  -0.814
C (-3.077, -0.645, -3.986)  -0.815
C (-2.261, -0.819, -5.089)  -0.550
C (-1.141, -1.639, -5.006)  -1.210
C (-0.870, -2.307, -3.820)  0.481
H (-0.350, -4.925, -3.272)  0.275
H (0.442, -7.252, -3.295)  0.476
H (0.101, -8.687, -1.315)  0.437
H (-0.837, -7.734, 0.767)  0.439
H (-1.573, -5.375, 0.838)  0.470
H (-4.216, -4.039, -0.929)  0.471
H (-6.158, -3.539, 0.547)  0.446
H (-5.872, -2.055, 2.496)  0.432
H (-3.674, -1.008, 2.958)  0.470
H (-1.731, -1.523, 1.531)  0.306
H (-3.468, -1.170, -1.932)  0.415
H (-3.943, -0.003, -4.052)  0.456
H (-2.500, -0.343, -6.030)  0.428
H (-0.487, -1.763, -5.853)  0.485
H (0.039, -2.893, -3.740)  0.411
F (-1.340, 1.256, 1.854)  -0.174
C (-0.118, 1.760, 1.520)  0.220
F (-0.376, 2.772, 0.659)  -0.191
H (0.340, 2.179, 2.435)  0.374

Calculated values
Total energy ... -141234.4852 eV
Orbital gap ... 3.6785 eV
Highest occupied orbital energy ... -0.55430 hartree
Net charge ... +2

Formula: C41H27FeN6S2
Source: the Open Molecules 2025 dataset
Level of theory: ωB97M-V/def2-TZVPD

Each line ends with the Mulliken charge.
CARTESIAN COORDINATES (ANGSTROEM)
Fe (-0.022, -0.054, -0.059)  0.168
S (6.934, -1.334, -0.041)  -0.163
C (7.288, -2.992, 0.012)  -0.361
C (6.157, -3.778, 0.007)  -0.550
C (4.982, -3.031, -0.043)  -0.431
C (5.208, -1.659, -0.074)  0.278
C (4.269, -0.584, -0.111)  0.743
C (2.884, -0.808, -0.198)  -0.380
N (1.964, 0.145, -0.220)  0.123
C (2.388, 1.462, -0.165)  -0.429
C (3.774, 1.788, -0.074)  0.821
C (4.141, 3.173, -0.017)  -1.233
C (3.211, 4.153, -0.016)  -1.073
C (1.812, 3.854, -0.069)  0.865
C (0.820, 4.818, -0.018)  -0.682
C (-0.539, 4.440, -0.080)  0.782
C (-0.810, 3.059, -0.220)  -0.683
N (0.106, 2.127, -0.268)  -0.213
C (1.428, 2.480, -0.174)  0.159
C (-1.613, 5.376, -0.025)  0.339
C (-1.562, 6.764, -0.003)  -0.579
C (-2.821, 7.359, 0.016)  -0.598
C (-3.846, 6.441, 0.024)  -0.371
S (-3.283, 4.834, -0.002)  -0.038
C (4.701, 0.764, -0.049)  -0.603
H (8.311, -3.314, 0.049)  0.467
H (6.191, -4.852, 0.038)  0.413
H (4.003, -3.474, -0.052)  0.462
H (2.511, -1.821, -0.243)  0.334
H (5.192, 3.414, 0.026)  0.494
H (3.502, 5.191, 0.021)  0.496
H (1.094, 5.856, 0.078)  0.472
H (-1.839, 2.732, -0.299)  0.460
H (-0.641, 7.320, -0.014)  0.368
H (-2.983, 8.422, 0.019)  0.422
H (-4.903, 6.632, 0.042)  0.458
H (5.752, 0.988, 0.031)  0.530
N (-7.466, -0.120, 7.022)  -0.444
C (-6.612, -0.088, 6.263)  -0.198
C (-5.576, -0.056, 5.298)  0.553
C (-5.354, 1.102, 4.552)  -0.899
C (-4.338, 1.129, 3.616)  0.009
C (-3.531, 0.011, 3.417)  -0.061
C (-3.766, -1.145, 4.160)  -0.023
C (-4.791, -1.190, 5.084)  -0.890
C (-2.437, 0.024, 2.420)  1.679
C (-2.793, -0.046, 1.060)  -0.735
C (-4.106, -0.149, 0.542)  -0.399
C (-3.991, -0.204, -0.842)  -1.416
C (-2.629, -0.136, -1.129)  -0.698
N (-1.899, -0.052, 0.002)  1.019
C (-1.126, 0.098, 2.904)  -0.525
C (-0.757, 0.226, 4.279)  -0.843
C (0.609, 0.328, 4.307)  -1.335
C (1.040, 0.258, 2.963)  -0.470
N (0.013, 0.115, 2.122)  0.846
H (-5.975, 1.970, 4.714)  0.480
H (-4.154, 2.026, 3.044)  0.644
H (-3.151, -2.016, 3.989)  0.542
H (-4.985, -2.094, 5.640)  0.474
H (-5.009, -0.192, 1.120)  0.680
H (-4.792, -0.289, -1.549)  0.526
H (-2.166, -0.135, -2.101)  0.593
H (-1.439, 0.249, 5.104)  0.613
H (1.232, 0.441, 5.169)  0.525
H (2.057, 0.309, 2.616)  0.535
C (-0.016, -5.130, -0.045)  -0.234
C (0.085, -4.424, 1.144)  -0.988
C (0.074, -3.041, 1.096)  -0.268
N (-0.026, -2.362, -0.046)  0.331
C (-0.145, -3.040, -1.187)  -0.302
C (-0.144, -4.423, -1.231)  -0.920
H (0.008, -6.207, -0.047)  0.454
H (0.178, -4.936, 2.088)  0.507
H (0.158, -2.442, 1.992)  0.482
H (-0.232, -2.450, -2.092)  0.417
H (-0.234, -4.931, -2.175)  0.470

Calculated values
Total energy ... -107940.3424 eV
Orbital gap (spin up / spin down) ... 6.2379 / 4.9068 eV
Spin multiplicity ... 6
Highest occupied orbital energy (spin up / spin down) ... -0.46651 / -0.46685 hartree
Net charge ... +2

Formula: C5H11NO
Source: the Open Molecules 2025 dataset
Level of theory: ωB97M-V/def2-TZVPD

Each line ends with the Mulliken charge.
CARTESIAN COORDINATES (ANGSTROEM)
C (3.036, 0.599, -0.336)  -0.574
O (1.815, 0.958, 0.253)  -0.173
C (0.853, -0.061, 0.081)  -0.523
C (-0.237, -0.061, 1.156)  -0.503
N (-1.129, -0.605, 0.056)  0.007
C (-2.592, -0.618, 0.123)  -0.865
C (-0.316, 0.262, -0.885)  -0.653
H (3.805, 1.300, 0.013)  0.258
H (2.987, 0.655, -1.435)  0.230
H (3.317, -0.429, -0.071)  0.275
H (-0.732, -1.536, -0.107)  0.409
H (-0.186, -0.694, 2.051)  0.298
H (-0.672, 0.927, 1.414)  0.267
H (-2.968, 0.386, 0.320)  0.307
H (-2.897, -1.290, 0.930)  0.325
H (-2.987, -0.985, -0.827)  0.326
H (-0.762, 1.275, -0.809)  0.279
H (-0.333, -0.081, -1.927)  0.309

Calculated values
Total energy ... -8896.4164 eV
Orbital gap ... 6.8083 eV
Highest occupied orbital energy ... -0.22777 hartree
Net charge ... 0